1.
ORCA calculation (ωB97M-V/def2-TZVPD) on C33H40N6ReS4SbSe as an isolated structure.

```
! wB97M-V def2-TZVPD RIJCOSX def2/J DEFGRID3
* xyz 1 4
Re 0.71813 -1.70296 2.38786
C 2.18829 -1.50189 -0.15664
N 2.55807 -1.25210 1.26962
C 3.63033 -2.19638 1.68169
C 3.47427 -2.70685 3.08634
C 4.56223 -3.11199 3.83577
C 4.34585 -3.67085 5.08564
C 3.04605 -3.80563 5.54257
C 2.00690 -3.36006 4.74867
N 2.21450 -2.81577 3.54046
C 2.92027 0.16913 1.53184
C 2.35753 0.72883 2.82227
C 2.74380 1.98527 3.25432
C 2.17089 2.50807 4.40137
C 1.23502 1.75526 5.09272
C 0.89228 0.51053 4.60737
N 1.44253 0.01154 3.49067
C 1.34810 -2.74706 -0.29183
C 1.32620 -3.47015 -1.46137
C 0.48879 -4.57940 -1.55335
C -0.27790 -4.93426 -0.46482
C -0.21153 -4.16520 0.68699
N 0.58093 -3.09326 0.76833
H 3.09130 -1.59488 -0.76757
H 1.62124 -0.63856 -0.51639
H 4.61046 -1.73461 1.54722
H 3.58057 -3.05508 1.00807
H 5.56219 -2.99521 3.44045
H 5.18071 -3.99563 5.69165
H 2.82666 -4.24151 6.50635
H 0.97340 -3.42885 5.05985
H 2.55354 0.77457 0.70165
H 4.00866 0.26638 1.55239
H 3.47339 2.54724 2.68647
H 2.44849 3.49400 4.74864
H 0.76196 2.12614 5.99014
H 0.14958 -0.11658 5.08114
H 1.94122 -3.16207 -2.29596
H 0.44646 -5.15236 -2.46957
H -0.95079 -5.77872 -0.49156
H -0.79695 -4.39346 1.56387
S -2.27751 0.38459 1.92847
Sb -3.23929 -1.87283 2.59828
S -0.98986 -2.37390 3.72438
S -0.44583 -0.08931 1.18140
S -3.13424 -3.03808 0.69162
C 1.96484 5.44800 -3.26081
C 1.82632 3.97857 -3.64329
C 0.39329 3.46117 -3.55072
C -0.05431 3.27016 -2.10690
N -1.34352 2.60423 -2.01015
C -1.52462 1.26186 -2.01381
Se -0.20805 -0.00125 -2.28920
N -2.83620 1.01903 -1.79879
C -3.45749 -0.28444 -1.58241
C -4.27192 -0.75977 -2.77693
C -3.41835 -1.24597 -3.94662
C -2.72106 -2.57060 -3.65711
C -3.50440 2.22379 -1.63507
C -4.83935 2.50924 -1.38590
C -5.18479 3.84592 -1.28148
C -4.23459 4.86108 -1.42662
C -2.90278 4.57501 -1.67674
C -2.55774 3.23453 -1.76967
H 2.99931 5.78391 -3.33596
H 1.63657 5.63668 -2.23617
H 1.36431 6.07901 -3.91872
H 2.46619 3.36607 -2.99876
H 2.19307 3.83021 -4.66044
H 0.30044 2.50303 -4.06428
H -0.28739 4.16260 -4.04365
H -0.15695 4.22475 -1.59011
H 0.66878 2.66430 -1.55827
H -4.08105 -0.18315 -0.69370
H -2.66024 -0.97877 -1.32845
H -4.93275 0.04767 -3.10526
H -4.91808 -1.57166 -2.43073
H -2.67545 -0.48416 -4.20152
H -4.05898 -1.35738 -4.82451
H -2.09338 -2.50409 -2.76611
H -2.08170 -2.86498 -4.49102
H -3.45210 -3.36632 -3.49576
H -5.57748 1.72621 -1.28055
H -6.21539 4.11259 -1.09048
H -4.54756 5.89311 -1.34533
H -2.17231 5.36369 -1.79550
*
```

## Properties
**Gap between HOMO and LUMO (alpha / beta)**: 6.25 / 5.20 eV
**HOMO (alpha / beta)**: -0.33482 / -0.33625 hartree
**<S²>**: 3.783


2.
ORCA calculation (ωB97M-V/def2-TZVPD) on a 2-piece molecular cluster, C21H16Cl4N4OS overall at a distorted geometry.

```
! wB97M-V def2-TZVPD RIJCOSX def2/J DEFGRID3
* xyz 0 1
N -4.68543 1.78527 -0.78067
C -3.67835 0.75596 -1.24355
C -2.13289 1.03035 -0.77082
C -0.90700 -0.02376 -1.19909
C -1.25552 -1.38434 -2.10721
C -1.00057 -2.68328 -1.08501
O -0.65238 -3.90568 -1.54999
C -1.23375 -2.42746 0.55125
C -2.79913 -2.43295 1.10915
C -3.00572 -2.12695 2.72054
C -1.75592 -1.83112 3.74540
C -0.17402 -1.86990 3.22443
C 0.03139 -2.17273 1.61088
C 0.67373 0.22439 -0.71284
Cl 2.06699 -0.93092 -1.19204
C 1.09482 1.51925 0.22879
C 2.62403 1.81144 0.79161
C 3.85010 2.03179 -0.25541
C 5.24172 2.25883 0.55510
C 5.24377 2.24971 2.15848
N 4.14617 2.10223 3.15473
C 2.89986 1.89082 2.36839
C -0.16005 2.54758 0.63340
N -0.07515 3.79772 1.48494
S -1.61986 4.62505 1.68726
N -2.54714 3.43486 0.74095
C -1.71475 2.31345 0.15948
H -4.39543 2.76223 -1.03254
H -4.88574 1.70393 0.25281
H -3.72821 0.64211 -2.42319
H -3.99793 -0.30676 -0.81540
H -0.54396 -1.38886 -3.03752
H -2.38748 -1.39415 -2.47354
H -3.72291 -2.64313 0.39702
H -4.11083 -2.11183 3.14730
H -1.94771 -1.58499 4.87427
H 0.75096 -1.66437 3.94795
H 1.14882 -2.17841 1.19344
H 3.73854 1.98931 -1.41907
H 6.25113 2.40854 -0.03812
H 6.31944 2.38598 2.66402
H 1.93437 1.72040 3.05394
Cl 2.95407 -1.03211 -4.59864
C 2.23463 -2.64285 -4.76347
Cl 0.49823 -2.51787 -5.09351
Cl 3.04694 -3.55899 -6.04417
H 2.36811 -3.17782 -3.81973
*
```

## Properties
**Gap between HOMO and LUMO**: 6.45 eV
**HOMO**: -0.30670 hartree
**SMILES**: NCc1c(CC(=O)c2ccccc2)c(Cl)c(-c2cccnc2)c2nsnc12.ClC(Cl)Cl


3.
ORCA calculation (ωB97M-V/def2-TZVPD) on the molecule C3H2O2 at a distorted geometry.

```
! wB97M-V def2-TZVPD RIJCOSX def2/J DEFGRID3
* xyz 0 1
C 0.40035 0.41054 -1.66090
C 0.08627 0.76491 -0.56200
O -0.24834 0.76709 0.69507
C -0.30129 -0.45346 1.25405
O -0.50191 -0.60302 2.41643
H 0.70663 0.38269 -2.66413
H -0.14171 -1.26875 0.52147
*
```

## Properties
**Gap between HOMO and LUMO**: 11.25 eV
**HOMO**: -0.38502 hartree
**SMILES**: C#COC=O
**Energy relative to the best compared isomer or geometry (same formula, charge and spin)**: 36.3 kcal per mole


4.
ORCA calculation (ωB97M-V/def2-TZVPD) on an isolated ion of composition C2H5N2O and charge +1 at a distorted geometry.

```
! wB97M-V def2-TZVPD RIJCOSX def2/J DEFGRID3
* xyz 1 1
C -0.07382 -0.91057 -0.22658
N -0.86150 0.30199 -0.01880
N -0.00116 1.44526 -0.48095
C -2.10863 0.10795 0.14792
O -3.21263 0.26547 0.34633
H 0.84827 -0.81410 0.35695
H -0.53827 -1.75042 0.16132
H 0.30027 -1.21250 -1.29708
H -0.60045 2.27083 -0.44890
H 0.62565 1.54312 0.34792
*
```

## Properties
**Gap between HOMO and LUMO**: 9.91 eV
**HOMO**: -0.60144 hartree
**SMILES**: C[N+](N)=C=O
**Energy relative to the best compared isomer or geometry (same formula, charge and spin)**: 80.4 kcal per mole


5.
ORCA calculation (ωB97M-V/def2-TZVPD) on the molecule C4H7NOS at a distorted geometry.

```
! wB97M-V def2-TZVPD RIJCOSX def2/J DEFGRID3
* xyz 0 1
C -1.65533 -0.82909 -0.30676
C -0.41325 -0.05089 0.11547
N -0.69165 1.10208 0.78398
C 0.80582 -0.68459 -0.09744
C 2.00464 0.11901 -0.23035
O 1.91206 1.37294 -0.74389
S 3.42546 -0.42150 0.33934
H -2.25869 -0.08044 -0.89730
H -1.48205 -1.71445 -0.92847
H -2.18552 -1.12645 0.54516
H -1.53370 1.10658 1.28024
H 0.12686 1.44325 1.37708
H 0.88625 -1.77359 -0.06577
H 1.05911 1.53715 -1.17128
*
```

## Properties
**Gap between HOMO and LUMO**: 7.97 eV
**HOMO**: -0.28947 hartree
**SMILES**: C/C(N)=C/C(O)=S
**Energy relative to the best compared isomer or geometry (same formula, charge and spin)**: 32.9 kcal per mole


6.
ORCA calculation (ωB97M-V/def2-TZVPD) on C29H30AlIN4PS as an isolated structure.

```
! wB97M-V def2-TZVPD RIJCOSX def2/J DEFGRID3
* xyz 3 1
Al 1.11717 -0.38533 -0.68407
I 2.67583 -0.61939 1.38945
C 1.42673 -0.62629 3.11504
C 2.20439 -1.13002 4.12159
C 1.70947 -1.14137 5.43844
C 0.48108 -0.61443 5.67231
C -0.32044 -0.09347 4.62436
C -1.57667 0.45766 4.98085
C -2.41221 0.98635 4.04891
C -2.02624 0.93769 2.70271
C -0.82646 0.39873 2.28687
P -0.78290 0.39297 0.48064
C -2.13012 -0.62613 -0.14443
C -2.85827 -1.48190 0.67797
C -3.84368 -2.29142 0.12561
C -4.10191 -2.24681 -1.23641
C -3.36641 -1.40340 -2.06363
C -2.37594 -0.60197 -1.52316
C -1.01548 2.10164 -0.05172
C -2.21033 2.55888 -0.59841
C -2.35565 3.90830 -0.89909
C -1.32017 4.79419 -0.64480
C -0.12496 4.33858 -0.09289
C 0.03056 2.99435 0.19931
C 0.10794 -0.10585 3.25695
H 3.19998 -1.50974 3.93601
H 2.31951 -1.54274 6.23549
H 0.08482 -0.58069 6.67918
H -1.85291 0.45561 6.02804
H -3.36242 1.42082 4.32654
H -2.71950 1.32902 1.96561
H -2.67427 -1.51486 1.74479
H -4.41665 -2.95084 0.76379
H -4.88475 -2.86417 -1.65698
H -3.57827 -1.36297 -3.12382
H -1.81564 0.06234 -2.17535
H -3.02815 1.87621 -0.79096
H -3.28577 4.26668 -1.31914
H -1.44939 5.84696 -0.85930
H 0.66981 5.03891 0.13043
H 0.95317 2.65415 0.66281
C 4.18559 4.13820 -2.33622
N 3.03966 3.21683 -2.31521
C 3.14242 1.91852 -2.18442
N 4.31703 1.33620 -2.00125
S 1.65823 0.99829 -2.38009
H 3.80159 5.15258 -2.35944
H 4.79281 3.97034 -3.22575
H 4.78309 4.01422 -1.43329
H 2.11227 3.58749 -2.46949
H 5.17710 1.86675 -1.99355
H 4.39243 0.33424 -1.98774
C 0.85021 -4.00351 -4.61885
C 0.72329 -3.48849 -3.22726
C 0.32141 -4.12145 -2.05683
C 0.40019 -3.17994 -1.04734
N 0.83343 -2.00208 -1.56464
N 1.02743 -2.22895 -2.89858
C 0.10630 -3.35283 0.40575
H 0.36931 -4.97439 -4.69874
H 1.90153 -4.12204 -4.88448
H 0.38912 -3.32546 -5.33669
H 0.00797 -5.14775 -1.96192
H 1.32759 -1.48214 -3.50703
H -0.71912 -4.05024 0.53593
H -0.17999 -2.41791 0.89185
H 0.97423 -3.76274 0.92574
*
```

## Properties
**Gap between HOMO and LUMO**: 7.70 eV
**HOMO**: -0.60208 hartree


What did the fifth record say?
ORCA calculation (ωB97M-V/def2-TZVPD) on the molecule C4H7NOS at a distorted geometry.

```
! wB97M-V def2-TZVPD RIJCOSX def2/J DEFGRID3
* xyz 0 1
C -1.65533 -0.82909 -0.30676
C -0.41325 -0.05089 0.11547
N -0.69165 1.10208 0.78398
C 0.80582 -0.68459 -0.09744
C 2.00464 0.11901 -0.23035
O 1.91206 1.37294 -0.74389
S 3.42546 -0.42150 0.33934
H -2.25869 -0.08044 -0.89730
H -1.48205 -1.71445 -0.92847
H -2.18552 -1.12645 0.54516
H -1.53370 1.10658 1.28024
H 0.12686 1.44325 1.37708
H 0.88625 -1.77359 -0.06577
H 1.05911 1.53715 -1.17128
*
```

## Properties
**Gap between HOMO and LUMO**: 7.97 eV
**HOMO**: -0.28947 hartree
**SMILES**: C/C(N)=C/C(O)=S
**Energy relative to the best compared isomer or geometry (same formula, charge and spin)**: 32.9 kcal per mole